DFT (ωB97M-V/def2-TZVPD) results for a single CH3N2PS molecule in a non-equilibrium geometry.

## Properties
**E_HOMO**: -9.5 eV
**Strongest force on any atom**: 1.23 eV/A
**Molar mass**: 106.090 g/mol
**SMILES**: N#CSPN
**Orbital gap**: 9.57 eV

ORCA input file:
```
! RIJCOSX wB97M-V def2-TZVPD def2/J DEFGRID3
* xyz 0 1
C 0.390 -1.005 -1.660
N -0.272 -1.924 -1.854
N -0.779 0.290 1.091
P 0.876 0.227 0.991
S 1.288 0.352 -1.325
H -1.272 -0.594 1.040
H -1.301 1.041 0.657
H 1.069 1.613 1.061
*
```

=====

DFT (ωB97M-V/def2-TZVPD) results for a 2-piece molecular cluster, C6H17NO overall in a non-equilibrium geometry.

## Properties
**E_HOMO**: -9.4 eV
**Strongest force on any atom**: 3.90 eV/A
**Molar mass**: 119.208 g/mol
**SMILES**: CCCC[C@H](C)N.O
**Orbital gap**: 10.23 eV

ORCA input file:
```
! RIJCOSX wB97M-V def2-TZVPD def2/J DEFGRID3
* xyz 0 1
C -0.732 2.799 0.734
C 0.176 1.582 1.037
C 0.800 0.779 -0.090
C -0.172 -0.032 -0.945
C -0.226 -1.500 -0.628
C 1.100 -2.300 -0.527
N 1.424 2.130 1.801
H -0.110 3.680 0.913
H -1.620 2.893 1.353
H -0.936 2.876 -0.330
H -0.402 0.698 1.559
H 1.492 0.049 0.378
H 1.353 1.566 -0.794
H 0.358 0.078 -1.828
H -1.126 0.418 -0.906
H -0.909 -2.057 -1.343
H -0.731 -1.637 0.443
H 1.985 -1.790 -0.239
H 1.144 -3.244 -0.009
H 1.429 -2.546 -1.567
H 1.190 3.148 2.068
H 1.595 1.523 2.643
H -2.947 -2.641 -0.912
H -1.626 -3.062 -1.423
O -2.509 -3.408 -1.387
*
```

=====

DFT (ωB97M-V/def2-TZVPD) results for a 2-piece molecular cluster, C8H8Br2F6O4P overall in a non-equilibrium geometry.

## Properties
**E_HOMO**: -7.7 eV
**Strongest force on any atom**: 1.29 eV/A
**Molar mass**: 472.918 g/mol
**Orbital gap**: 9.55 eV

ORCA input file:
```
! RIJCOSX wB97M-V def2-TZVPD def2/J DEFGRID3
* xyz -1 1
C 3.872 0.792 0.645
C 3.416 1.095 -0.767
Br 4.536 2.288 -1.687
C 2.322 0.596 -1.338
Br 1.790 0.951 -3.100
C 1.362 -0.266 -0.592
O 1.161 -1.596 -1.127
C 0.074 -2.088 -0.414
O -0.198 -3.224 -0.384
O -0.555 -1.062 0.188
C -0.098 0.127 -0.480
C -0.516 1.413 0.209
C 0.452 1.863 1.275
O 0.562 1.386 2.368
H 3.812 -0.283 0.849
H 3.251 1.310 1.386
H 4.910 1.094 0.778
H 1.710 -0.432 0.440
H -0.568 0.070 -1.468
H -0.584 2.190 -0.560
H -1.510 1.247 0.649
H 1.130 2.692 0.978
F -4.851 -3.018 0.570
P -4.331 -1.464 0.306
F -5.940 -1.077 0.431
F -4.655 -1.787 -1.285
F -4.267 -0.431 1.613
F -3.340 -0.316 -0.415
F -2.945 -2.072 0.933
*
```

=====

DFT (ωB97M-V/def2-TZVPD) results for a 2-piece molecular cluster, C3H7N3O2 overall in a non-equilibrium geometry.

## Properties
**E_HOMO**: -10.1 eV
**Strongest force on any atom**: 2.54 eV/A
**Molar mass**: 117.108 g/mol
**SMILES**: [H]/N=C\C(N)=O.[H]/N=C/O
**Orbital gap**: 10.59 eV

ORCA input file:
```
! RIJCOSX wB97M-V def2-TZVPD def2/J DEFGRID3
* xyz 0 1
C -1.358 1.315 -0.617
N -0.153 1.734 -0.765
C 1.150 -0.646 0.226
N 1.221 -0.294 1.550
C -0.111 -1.504 -0.118
O -1.887 1.412 0.595
N -0.216 -2.080 -1.266
O 2.105 -0.703 -0.533
H -1.217 1.858 1.149
H 0.149 1.572 -1.734
H -1.986 0.807 -1.359
H 0.438 -0.066 2.150
H 2.114 0.058 1.873
H 0.672 -1.928 -1.777
H -0.921 -1.535 0.626
*
```

=====

DFT (ωB97M-V/def2-TZVPD) results for a single C3H6N2 molecule in a non-equilibrium geometry.

## Properties
**E_HOMO**: -9.7 eV
**Strongest force on any atom**: 3.10 eV/A
**Molar mass**: 70.095 g/mol
**SMILES**: N#CCCN
**Orbital gap**: 10.60 eV

ORCA input file:
```
! RIJCOSX wB97M-V def2-TZVPD def2/J DEFGRID3
* xyz 0 1
C -1.076 -0.627 0.206
C -0.023 0.485 0.144
C -1.667 -0.714 -1.066
N 0.760 0.178 -1.045
N -2.104 -0.831 -2.098
H -0.555 -1.510 0.360
H -1.867 -0.535 1.014
H -0.448 1.502 0.106
H 0.688 0.292 0.863
H 0.275 0.472 -1.908
H 1.714 0.586 -0.899
*
```

=====

DFT (ωB97M-V/def2-TZVPD) results for an isolated ion of composition C5H7N2O5S and charge -1 in a non-equilibrium geometry.

## Properties
**E_HOMO (alpha / beta)**: -4.5 / -4.5 eV
**Strongest force on any atom**: 4.41 eV/A
**Molar mass**: 207.187 g/mol
**Orbital gap (alpha / beta)**: 7.63 / 7.69 eV

ORCA input file:
```
! RIJCOSX wB97M-V def2-TZVPD def2/J DEFGRID3
* xyz -1 1
C 2.433 1.384 -0.962
C -0.688 0.640 0.611
C 0.145 1.115 -0.665
C 0.752 -0.074 -1.404
C -0.382 -1.525 1.013
N 1.212 2.051 -0.543
N 2.120 0.106 -1.368
O -2.217 -3.227 1.032
O 3.505 1.925 -1.111
O -2.602 -0.987 2.141
O -2.713 -1.301 -0.340
O -0.116 -0.269 1.410
S -2.212 -1.756 0.986
H -1.069 1.555 1.240
H -1.590 0.087 0.121
H -0.610 1.592 -1.286
H 0.277 -1.017 -1.093
H -0.135 -2.356 1.710
H 1.202 2.617 0.263
H 2.689 -0.557 -1.754
*
```

=====

DFT (ωB97M-V/def2-TZVPD) results for C42H48CrGeN7O5S2Se as an isolated structure in a non-equilibrium geometry.

## Properties
**E_HOMO (alpha / beta)**: -4.3 / -4.3 eV
**Strongest force on any atom**: 2.22 eV/A
**Molar mass**: 998.590 g/mol
**Orbital gap (alpha / beta)**: 6.39 / 6.37 eV

ORCA input file:
```
! RIJCOSX wB97M-V def2-TZVPD def2/J DEFGRID3
* xyz -1 5
Cr -1.186 0.642 -0.827
O -6.148 -1.368 -1.113
C -5.516 -2.237 -0.303
C -6.285 -3.215 0.329
C -5.711 -4.117 1.203
C -4.348 -4.067 1.455
C -3.571 -3.118 0.824
C -4.131 -2.194 -0.058
C -3.247 -1.169 -0.636
O -1.998 -1.179 -0.401
N -3.789 -0.237 -1.406
N -2.869 0.698 -1.806
C -3.236 1.383 -2.838
S -2.297 2.686 -3.517
C -3.160 2.574 -5.141
C -4.624 2.363 -4.841
S -4.756 0.977 -3.655
H -5.481 -0.727 -1.453
H -7.346 -3.235 0.126
H -6.330 -4.852 1.702
H -3.898 -4.757 2.153
H -2.510 -3.050 1.015
H -2.740 1.735 -5.700
H -2.980 3.505 -5.676
H -5.196 2.094 -5.727
H -5.051 3.246 -4.365
C 3.949 -5.445 1.730
Ge 2.304 -4.310 1.719
C 0.860 -5.283 2.672
C 2.733 -2.626 2.649
C 1.726 -3.897 -0.135
Se 0.061 -2.800 -0.118
C -0.635 -3.591 -1.754
H 4.242 -5.653 2.756
H 4.769 -4.923 1.246
H 3.792 -6.392 1.223
H 1.159 -5.498 3.693
H 0.628 -6.224 2.181
H -0.042 -4.680 2.693
H 2.941 -2.803 3.700
H 1.895 -1.941 2.563
H 3.604 -2.149 2.208
H 1.509 -4.812 -0.686
H 2.492 -3.347 -0.684
H -0.803 -4.654 -1.594
H 0.087 -3.436 -2.552
H -1.566 -3.090 -1.988
O -1.514 0.180 1.849
C -0.312 0.345 1.737
N 0.583 0.373 2.787
C 1.689 1.214 2.346
C 1.582 0.967 0.813
O 2.477 1.150 0.001
N 0.335 0.550 0.557
C 3.015 0.932 2.985
C 3.117 0.121 4.107
C 4.328 -0.015 4.760
C 5.445 0.665 4.310
C 5.348 1.473 3.188
C 4.141 1.608 2.528
C 1.311 2.654 2.695
C 1.059 3.628 1.746
C 0.607 4.878 2.143
C 0.380 5.152 3.478
C 0.642 4.182 4.432
C 1.121 2.947 4.043
H 0.195 0.531 3.706
H 2.246 -0.403 4.470
H 4.391 -0.644 5.637
H 6.384 0.579 4.838
H 6.212 2.018 2.838
H 4.062 2.242 1.659
H 1.193 3.422 0.695
H 0.417 5.626 1.390
H 0.005 6.119 3.782
H 0.467 4.385 5.478
H 1.345 2.196 4.788
C -2.853 3.064 0.544
C -1.705 3.509 -0.305
C -1.291 4.795 -0.554
C -0.184 4.699 -1.425
C 0.008 3.360 -1.666
C 1.023 2.725 -2.554
N -0.918 2.618 -0.984
H -3.098 3.845 1.261
H -2.609 2.151 1.092
H -3.743 2.863 -0.060
H -1.725 5.697 -0.161
H 0.411 5.508 -1.807
H 1.516 3.484 -3.156
H 0.544 2.010 -3.222
H 1.777 2.201 -1.966
N 3.855 0.135 -2.528
C 3.363 -0.408 -3.662
O 4.092 -0.784 -4.569
C 1.877 -0.497 -3.748
C 1.281 -0.551 -5.021
C -0.103 -0.627 -5.099
C -0.838 -0.666 -3.931
N -0.283 -0.626 -2.704
C 1.052 -0.564 -2.639
H 4.854 0.240 -2.459
H 3.287 0.529 -1.790
H 1.911 -0.547 -5.896
H -0.606 -0.697 -6.056
H -1.916 -0.774 -3.952
H 1.448 -0.595 -1.635
*
```

=====

Which of these has the highest strongest force on any atom? C5H7N2O5S